1.
Here is a molecular structure, C35H32BCeN6O2 from OMol25. Energies are from ωB97M-V/def2-TZVPD.

Each line ends with the Löwdin charge.
CARTESIAN COORDINATES (ANGSTROEM)
Ce: 0.301 0.778 -2.710  1.45
C: 0.539 -3.975 -3.377  -0.05
C: 0.218 -2.627 -3.446  -0.07
N: 0.709 -1.760 -2.565  0.02
C: 1.486 -2.225 -1.584  -0.17
C: 1.824 -3.572 -1.552  -0.02
N: 1.361 -4.442 -2.444  0.14
C: 1.931 -1.258 -0.542  -0.16
C: 2.304 -1.704 0.711  0.08
C: 2.644 -0.798 1.712  -0.08
C: 2.594 0.549 1.361  0.08
C: 2.211 0.932 0.091  -0.17
N: 1.876 0.045 -0.859  0.06
C: 2.082 2.373 -0.264  -0.16
C: 2.682 3.387 0.472  -0.02
N: 2.486 4.673 0.202  0.14
C: 1.696 4.965 -0.826  -0.05
C: 1.147 3.967 -1.615  -0.07
N: 1.336 2.682 -1.327  0.01
C: 3.007 -1.242 3.088  -0.16
C: 3.218 -2.585 3.379  0.00
C: 3.556 -2.950 4.673  -0.10
N: 3.689 -2.081 5.674  0.10
C: 3.485 -0.796 5.390  -0.10
C: 3.149 -0.332 4.127  0.00
H: 0.131 -4.678 -4.093  0.13
H: -0.437 -2.252 -4.224  0.13
H: 2.501 -3.956 -0.799  0.13
H: 2.274 -2.761 0.919  0.11
H: 2.820 1.309 2.092  0.11
H: 3.346 3.157 1.296  0.13
H: 1.507 6.009 -1.042  0.13
H: 0.538 4.215 -2.478  0.13
H: 3.143 -3.362 2.631  0.11
H: 3.731 -3.992 4.911  0.12
H: 3.598 -0.096 6.210  0.12
H: 2.992 0.730 3.999  0.11
C: 0.499 0.972 -6.575  -0.01
C: 1.504 0.948 -5.451  -0.33
C: 1.935 2.135 -4.844  -0.09
C: 2.952 2.128 -3.892  -0.08
C: 3.536 0.929 -3.497  -0.06
C: 3.110 -0.257 -4.079  -0.06
C: 2.102 -0.246 -5.042  -0.07
H: 1.015 1.107 -7.528  0.11
H: -0.208 1.797 -6.477  0.10
H: -0.062 0.040 -6.644  0.09
H: 1.524 3.079 -5.187  0.14
H: 3.313 3.064 -3.488  0.13
H: 4.345 0.925 -2.779  0.13
H: 3.587 -1.193 -3.813  0.13
H: 1.819 -1.172 -5.531  0.13
C: -5.337 -1.547 3.827  -0.04
C: -5.336 -0.146 3.203  -0.56
C: -5.148 0.899 4.310  -0.04
C: -6.684 0.090 2.524  -0.06
C: -4.178 -0.027 2.205  -0.14
C: -2.863 -0.217 2.661  -0.01
C: -1.754 -0.110 1.830  0.02
C: -2.019 0.193 0.516  -0.19
O: -1.126 0.372 -0.546  -0.03
B: -1.943 0.652 -1.688  -0.57
O: -3.265 0.656 -1.321  0.15
C: -3.290 0.374 0.044  -0.17
C: -4.395 0.275 0.858  0.09
H: -6.160 -1.636 4.539  0.09
H: -4.412 -1.751 4.370  0.08
H: -5.463 -2.321 3.067  0.09
H: -5.971 0.838 5.025  0.09
H: -5.130 1.912 3.902  0.09
H: -4.221 0.742 4.864  0.08
H: -7.485 -0.001 3.258  0.09
H: -6.879 -0.642 1.737  0.09
H: -6.753 1.091 2.091  0.09
H: -2.703 -0.455 3.704  0.11
H: -0.748 -0.255 2.204  0.11
H: -5.385 0.426 0.453  0.13

Output
Expectation value of S²: 0.7517
Net charge: +2
LUMO (alpha / beta) (Ha): -0.2514 / -0.2513
Multiplicity: 2
Frontier orbital gap (alpha / beta) (eV): 6.27 / 6.28
HOMO level (alpha / beta) (eV): -13.113 / -13.114

2.
Here is a molecular structure, C35H32Co2N2O6P at a distorted geometry from OMol25. Energies are from ωB97M-V/def2-TZVPD.

Each line ends with the Löwdin charge.
CARTESIAN COORDINATES (ANGSTROEM)
C: 6.020 -5.165 0.124  -0.06
C: 4.995 -4.149 -0.279  -0.28
C: 4.481 -4.161 -1.578  -0.02
C: 3.523 -3.237 -2.000  -0.20
C: 3.045 -3.262 -3.423  -0.05
C: 3.042 -2.290 -1.070  -0.20
N: 2.098 -1.272 -1.462  -0.28
P: 0.391 -1.522 -1.688  1.00
H: -0.073 -0.880 -0.441  -0.07
N: 0.385 -0.109 -2.705  -0.28
C: -0.628 0.208 -3.680  -0.20
C: -1.516 1.256 -3.399  -0.20
C: -1.431 1.958 -2.085  -0.03
C: -2.461 1.634 -4.356  0.00
C: -2.526 1.005 -5.599  -0.27
C: -3.550 1.430 -6.609  -0.06
C: -1.620 -0.025 -5.870  -0.02
C: -0.658 -0.423 -4.940  -0.21
C: 0.319 -1.505 -5.294  -0.06
C: 1.585 0.577 -2.682  -0.15
C: 2.543 -0.074 -1.993  -0.16
C: 3.577 -2.234 0.226  -0.21
C: 3.134 -1.162 1.168  -0.03
C: 4.536 -3.173 0.609  -0.01
H: 6.291 -5.043 1.173  0.07
H: 5.649 -6.184 -0.030  0.08
H: 6.936 -5.070 -0.470  0.08
H: 4.846 -4.910 -2.286  0.12
H: 3.227 -2.313 -3.949  0.08
H: 3.591 -4.045 -3.966  0.07
H: 1.978 -3.512 -3.497  0.06
H: -2.324 2.572 -1.952  0.06
H: -1.381 1.251 -1.247  0.07
H: -0.560 2.630 -2.030  0.10
H: -3.162 2.439 -4.127  0.12
H: -3.419 0.889 -7.550  0.07
H: -4.569 1.247 -6.244  0.08
H: -3.475 2.501 -6.828  0.08
H: -1.665 -0.525 -6.840  0.11
H: 0.180 -1.779 -6.348  0.07
H: 1.366 -1.190 -5.180  0.08
H: 0.151 -2.418 -4.704  0.07
H: 1.694 1.506 -3.230  0.12
H: 3.576 0.227 -1.864  0.12
H: 3.424 -1.453 2.181  0.08
H: 3.622 -0.200 0.953  0.09
H: 2.049 -1.014 1.153  0.07
H: 4.939 -3.144 1.622  0.11
O: -4.197 0.171 0.505  0.10
C: -3.750 1.033 1.141  -0.12
Co: -2.941 2.232 2.151  0.01
C: -1.300 1.605 2.009  -0.15
O: -0.300 1.043 1.828  0.09
C: -2.875 3.625 0.941  -0.19
O: -2.985 4.036 -0.147  0.06
C: -3.592 2.861 3.708  -0.20
C: -3.262 1.544 3.791  -0.26
C: -3.239 0.346 4.445  -0.09
C: -2.228 0.005 5.413  -0.24
C: -2.381 -1.083 6.320  -0.06
C: -1.377 -1.408 7.227  -0.12
C: -0.186 -0.668 7.263  -0.13
C: -0.047 0.444 6.428  -0.10
C: -1.052 0.782 5.525  -0.03
Co: -2.479 4.441 3.104  0.00
C: -2.404 5.910 2.128  -0.21
O: -2.378 6.883 1.504  0.10
C: -0.783 4.089 3.415  -0.17
O: 0.322 3.917 3.689  0.11
C: -2.806 5.431 4.517  -0.18
O: -2.996 6.113 5.425  0.11
H: -4.545 3.245 4.106  0.08
H: -4.067 -0.359 4.322  0.11
H: -3.317 -1.643 6.297  0.10
H: -1.509 -2.250 7.906  0.09
H: 0.616 -0.953 7.947  0.09
H: 0.859 1.045 6.469  0.10
H: -0.973 1.681 4.911  0.09

Output
Net charge: -1
LUMO (Ha): 0.0839
Multiplicity: 1
Frontier orbital gap (eV): 5.66
HOMO level (eV): -3.379

3.
Here is a molecular structure, C35H32FeN5O2S at a distorted geometry from OMol25. Energies are from ωB97M-V/def2-TZVPD.

Each line ends with the Löwdin charge.
CARTESIAN COORDINATES (ANGSTROEM)
Fe: 0.078 -0.842 1.852  0.70
C: -3.523 -0.299 0.095  -0.05
C: -2.247 0.381 0.330  -0.43
O: -1.591 0.196 1.426  -0.18
C: -0.620 2.298 -0.575  -0.14
C: 0.796 1.799 -0.245  -0.25
C: 1.968 2.691 -0.676  -0.02
N: 1.116 0.750 0.459  0.00
N: 2.452 0.476 0.602  0.03
C: 2.681 -0.024 1.796  -0.44
O: 1.758 -0.388 2.642  -0.18
C: 4.040 -0.400 2.119  -0.15
C: 5.013 -0.247 1.110  -0.04
C: 6.320 -0.596 1.301  -0.09
C: 6.693 -1.114 2.536  -0.08
C: 5.720 -1.323 3.535  -0.08
C: 4.422 -0.966 3.318  -0.03
H: -4.176 0.467 -0.339  0.08
H: -3.360 -1.102 -0.661  0.10
H: -3.968 -0.683 0.993  0.08
H: -0.524 2.770 -1.544  0.09
H: 2.600 2.061 -1.306  0.07
H: 1.425 3.526 -1.164  0.08
H: 2.567 3.018 0.198  0.09
H: 4.682 0.222 0.140  0.12
H: 7.077 -0.341 0.543  0.11
H: 7.663 -1.415 2.753  0.07
H: 6.068 -1.733 4.477  0.10
H: 3.749 -1.298 4.050  0.10
C: -2.512 -4.879 4.250  -0.03
N: -2.394 -4.548 2.799  -0.12
C: -3.407 -4.806 1.831  -0.03
C: -2.962 -4.290 0.687  -0.04
N: -1.682 -3.727 0.907  0.01
C: -1.485 -3.640 2.214  -0.70
S: -0.233 -2.996 3.110  0.75
C: -0.862 -3.284 -0.175  -0.23
C: -0.939 -3.986 -1.445  0.00
C: -0.098 -3.611 -2.459  -0.05
C: 0.754 -2.478 -2.302  -0.03
C: 0.932 -2.022 -1.001  -0.08
N: 0.103 -2.426 0.015  0.09
H: -2.866 -3.961 4.806  0.11
H: -1.423 -5.030 4.497  0.07
H: -3.120 -5.741 4.440  0.08
H: -4.157 -5.545 2.118  0.13
H: -3.291 -4.338 -0.364  0.13
H: -1.661 -4.816 -1.538  0.11
H: -0.056 -4.242 -3.362  0.12
H: 1.300 -2.022 -3.143  0.12
H: 1.838 -1.463 -0.766  0.11
C: -0.974 1.780 -5.907  -0.11
C: -2.384 1.960 -5.671  -0.06
C: -2.819 1.534 -4.387  -0.06
C: -1.948 1.485 -3.281  -0.21
C: -0.522 1.449 -3.573  -0.05
C: -0.106 1.475 -4.877  -0.13
C: -2.478 1.191 -1.966  -0.05
C: -1.822 1.271 -0.733  -0.11
C: -0.829 3.597 0.311  -0.14
C: -0.626 3.586 1.704  -0.05
C: -0.476 4.734 2.456  -0.08
C: -0.401 5.944 1.733  -0.09
C: -0.668 6.045 0.347  -0.07
C: -1.103 4.875 -0.264  -0.04
H: -0.665 1.896 -6.943  0.09
H: -3.145 2.404 -6.312  0.09
H: -3.877 1.366 -4.196  0.10
H: 0.142 1.144 -2.784  0.09
H: 0.942 1.228 -5.105  0.11
H: -3.519 0.936 -2.082  0.08
H: -0.478 2.630 2.251  0.12
H: -0.427 4.746 3.538  0.10
H: -0.190 6.877 2.239  0.09
H: -0.620 6.961 -0.209  0.09
H: -1.670 4.857 -1.173  0.11

Output
Expectation value of S²: 8.8032
Net charge: 0
LUMO (alpha / beta) (Ha): -0.0095 / -0.0105
Multiplicity: 6
Frontier orbital gap (alpha / beta) (eV): 4.94 / 7.13
HOMO level (alpha / beta) (eV): -5.196 / -7.421

Energy above the lowest of the compared OMol25 structures with the same formula, charge and spin, respectively: 0.00; 97.07; 149.10 kJ/mol.
Calculated total energy, respectively: -2331.5422; -5020.7029; -3438.9639 Eh.